This record from the OMol25 dataset describes a molecular structure, C3H3NO2S2 at a distorted geometry. The level of theory is wB97M-V/def2-TZVPD.

ORCA input file:
```
! RIJCOSX wB97M-V def2-TZVPD def2/J DEFGRID3
* xyz 0 1
C 0.886 0.806 0.727
C 2.794 1.413 2.386
C 0.186 0.056 -0.274
N 0.621 1.872 1.277
O 2.480 3.546 1.202
O 1.125 3.292 3.295
S 2.466 0.131 1.449
S 1.691 2.758 2.120
H 0.608 -0.918 -0.720
H 0.034 0.717 -1.174
H -0.847 -0.372 0.070
*
```

The energy above the lowest of the compared OMol25 structures with the same formula, charge and spin comes out at 3.975 eV. The value obtained for the lowest unoccupied orbital energy is -1.619 eV. For the max |F|, the calculation gives 4.634 eV Å⁻¹. The HOMO energy comes out at -9.956 eV. The total energy comes out at -30410.9016 eV.